[1]
9
Properties=species:S:1:pos:R:3 method="wB97M-V/def2-TZVPD" lumo_energy_ha=-0.1931 gap_ev=11.50 charge=+1 multiplicity=1 largest_force_ha_per_bohr=0.0333
C 2.018 0.244 -0.167
C -1.978 -0.318 -0.049
O -1.184 0.552 0.228
O 1.061 -0.460 0.086
H 3.013 -0.189 -0.312
H 1.945 1.335 -0.269
H -1.678 -1.364 -0.205
H -3.045 -0.096 -0.139
H -0.056 0.140 0.247



[2]
14
Properties=species:S:1:pos:R:3 method="wB97M-V/def2-TZVPD" lumo_energy_ha=0.0203 gap_ev=10.38 multiplicity=1 smiles="N[C@@H](C=O)CC=O" largest_force_ha_per_bohr=0.0161
N 0.658 -1.466 0.391
C 0.477 -0.025 0.488
C 1.825 0.594 0.176
O 2.032 1.342 -0.740
C -0.597 0.614 -0.424
C -2.006 0.132 -0.283
O -2.965 0.850 -0.347
H 0.836 -1.745 -0.568
H -0.150 -1.979 0.719
H 0.243 0.230 1.523
H 2.675 0.318 0.831
H -0.287 0.429 -1.461
H -0.582 1.666 -0.154
H -2.160 -0.961 -0.152



[3]
30
Properties=species:S:1:pos:R:3 method="wB97M-V/def2-TZVPD" lumo_energy_ha="-0.1388 / -0.3684" gap_ev="10.37 / 4.12" charge=+1 multiplicity=2 largest_force_ha_per_bohr=0.0961
O 1.406 1.786 3.284
H 1.346 2.743 2.946
H 1.905 1.066 2.651
O -0.053 -2.553 -1.767
H 0.947 -2.807 -1.672
H -0.741 -3.256 -1.970
O -0.784 0.836 -2.965
H -1.727 1.124 -3.137
H -0.708 0.046 -3.604
O -0.494 -2.717 1.688
H -0.622 -3.589 1.313
H -1.137 -2.050 1.398
O 4.460 -0.535 -0.165
H 4.129 -1.245 0.342
H 3.677 0.094 -0.148
O -1.618 -0.736 -0.381
H -1.701 0.053 -0.882
H -1.029 -1.107 -0.956
O 2.017 0.926 -1.813
H 1.561 1.460 -2.502
H 2.249 1.705 -1.366
O -1.747 0.502 2.681
H -1.572 -0.039 3.500
H -2.376 0.105 2.006
O 0.567 0.426 1.226
H 0.701 -0.520 1.466
H -0.206 0.740 1.598
O -3.196 2.441 -1.104
H -2.942 2.569 -0.183
H -2.311 2.532 -1.486



[4]
184
Properties=species:S:1:pos:R:3 method="wB97M-V/def2-TZVPD" lumo_energy_ha=0.0114 gap_ev=9.11 multiplicity=1 largest_force_ha_per_bohr=0.0765
C -6.836 7.352 1.257
C -5.838 6.275 0.821
C -4.590 6.310 1.660
C -3.827 5.006 1.643
C -2.384 4.932 2.173
C -1.856 3.545 2.416
H -7.861 7.200 0.774
H -6.434 8.316 0.895
H -7.000 7.375 2.355
H -6.360 5.301 1.015
H -5.673 6.282 -0.272
H -4.920 6.557 2.661
H -3.968 7.176 1.288
H -4.357 4.170 2.144
H -3.772 4.740 0.551
H -1.767 5.487 1.477
H -2.402 5.388 3.140
H -2.390 3.044 3.245
H -2.067 2.931 1.510
H -0.819 3.576 2.629
C 6.756 5.703 2.659
C 5.832 4.673 2.084
C 4.780 5.163 1.181
C 3.810 4.090 0.894
C 2.515 4.565 0.195
C 1.390 3.577 0.446
H 7.560 5.291 3.327
H 6.111 6.339 3.275
H 7.268 6.286 1.912
H 6.362 3.873 1.453
H 5.364 4.068 2.902
H 5.084 5.619 0.245
H 4.253 5.956 1.692
H 4.138 3.200 0.356
H 3.599 3.722 1.932
H 2.308 5.617 0.392
H 2.630 4.556 -0.908
H 1.124 3.618 1.534
H 0.498 3.775 -0.067
H 1.669 2.513 0.260
C -0.128 -2.762 5.397
C -0.623 -1.661 4.551
O 0.057 -0.622 4.436
N -1.706 -1.867 3.811
C -2.480 -3.126 3.910
H 0.763 -2.514 5.939
H 0.155 -3.558 4.712
H -0.801 -3.265 6.105
H -2.006 -1.161 3.163
H -2.635 -3.520 2.858
H -3.393 -2.861 4.383
H -1.963 -3.898 4.437
C -3.858 -5.938 0.626
C -2.972 -6.079 -0.612
O -3.365 -6.228 -1.729
N -1.649 -6.111 -0.348
C -0.613 -6.259 -1.346
H -4.419 -6.862 0.630
H -4.523 -5.045 0.492
H -3.421 -5.853 1.594
H -1.364 -6.122 0.581
H 0.364 -5.831 -1.012
H -0.845 -5.770 -2.240
H -0.420 -7.315 -1.652
C 1.732 -4.868 -5.637
C 1.203 -3.454 -5.289
O 0.034 -3.029 -5.511
N 2.139 -2.619 -4.816
C 1.858 -1.218 -4.762
H 1.261 -5.630 -4.965
H 2.804 -4.898 -5.500
H 1.508 -5.193 -6.642
H 3.072 -2.899 -4.596
H 0.799 -1.130 -4.773
H 2.377 -0.655 -5.546
H 2.085 -0.708 -3.783
C 1.651 5.750 5.938
C 1.764 5.248 4.549
O 2.211 5.898 3.646
N 1.213 4.008 4.295
C 0.644 3.007 5.200
H 2.180 6.713 5.945
H 1.991 5.161 6.766
H 0.542 5.871 6.142
H 1.464 3.800 3.320
H 0.776 1.953 4.845
H -0.416 3.212 5.325
H 1.163 3.095 6.228
C -1.324 1.071 -4.382
C -2.074 2.038 -3.533
O -2.676 1.645 -2.539
N -2.087 3.339 -3.886
C -2.608 4.451 -3.113
H -1.911 0.147 -4.294
H -0.342 0.834 -3.962
H -1.263 1.472 -5.363
H -1.504 3.610 -4.668
H -3.690 4.390 -2.940
H -2.408 5.393 -3.605
H -2.170 4.460 -2.112
C -5.970 -5.763 -3.558
C -5.264 -4.752 -4.435
O -5.892 -4.012 -5.186
N -3.935 -4.757 -4.269
C -3.084 -3.862 -4.985
H -5.504 -6.744 -3.484
H -6.962 -5.978 -3.928
H -6.041 -5.399 -2.536
H -3.661 -5.367 -3.501
H -3.152 -2.871 -4.592
H -3.528 -3.893 -5.972
H -2.053 -4.213 -4.993
C -0.488 0.315 0.328
C -0.067 -0.396 -0.969
O 0.917 0.110 -1.569
N -0.772 -1.438 -1.341
C -0.318 -2.279 -2.421
H -1.149 -0.318 0.938
H -1.001 1.253 0.061
H 0.433 0.497 0.916
H -1.520 -1.745 -0.722
H -0.970 -2.159 -3.273
H -0.255 -3.370 -2.109
H 0.699 -2.032 -2.668
C 2.896 -3.991 -1.530
C 4.232 -3.409 -2.075
O 4.669 -3.585 -3.245
N 4.890 -2.609 -1.207
C 6.082 -1.863 -1.551
H 3.191 -4.552 -0.647
H 2.479 -4.662 -2.297
H 2.272 -3.099 -1.349
H 4.402 -2.394 -0.355
H 5.763 -0.904 -1.908
H 6.496 -2.432 -2.334
H 6.717 -1.811 -0.658
C 4.474 2.012 -2.302
C 3.485 2.992 -2.831
O 3.726 4.061 -3.298
N 2.238 2.514 -2.746
C 1.099 3.197 -3.255
H 4.885 1.560 -3.205
H 4.115 1.127 -1.783
H 5.169 2.510 -1.665
H 2.085 1.586 -2.441
H 0.819 2.811 -4.254
H 1.207 4.286 -3.447
H 0.202 3.107 -2.645
C 1.820 -5.754 3.234
C 0.718 -5.026 2.529
O -0.468 -5.406 2.437
N 1.215 -3.983 1.802
C 0.339 -3.154 1.043
H 2.360 -5.040 3.792
H 2.497 -6.278 2.607
H 1.360 -6.476 3.918
H 2.160 -3.679 1.973
H 0.879 -2.300 0.724
H -0.527 -2.831 1.564
H -0.004 -3.696 0.159
C -3.839 0.040 1.323
C -3.610 -1.052 0.387
O -2.819 -1.964 0.643
N -4.247 -1.051 -0.750
C -4.300 -2.112 -1.669
H -3.482 -0.279 2.246
H -4.940 0.256 1.350
H -3.398 1.062 0.990
H -4.829 -0.291 -1.023
H -3.743 -1.866 -2.546
H -5.348 -2.159 -2.014
H -4.007 -3.069 -1.164
C 3.807 0.015 0.837
C 3.454 -1.088 1.825
O 3.546 -2.304 1.614
N 3.188 -0.695 3.087
C 2.880 -1.656 4.161
H 3.514 1.053 1.243
H 3.460 -0.199 -0.164
H 4.902 -0.077 0.764
H 3.095 0.317 3.246
H 3.732 -2.124 4.665
H 2.199 -2.436 3.728
H 2.294 -1.176 4.917



[5]
18
Properties=species:S:1:pos:R:3 method="wB97M-V/def2-TZVPD" lumo_energy_ha=0.1328 gap_ev=7.35 charge=-1 multiplicity=1 largest_force_ha_per_bohr=0.0341
C 0.954 -2.672 -0.151
C 2.123 -1.979 0.687
O 1.702 -1.356 1.688
O 3.263 -2.181 0.211
H 1.395 -3.128 -1.041
H 0.097 -2.045 -0.388
H 0.573 -3.475 0.494
C -1.475 1.763 0.019
C -1.163 0.249 -0.075
C -0.256 2.656 -0.295
H -2.182 1.970 -0.780
H -1.780 1.993 1.039
H -1.579 -0.333 0.749
H -0.101 0.045 -0.160
H -0.676 3.633 -0.538
H 0.428 2.801 0.536
H -1.713 -0.207 -0.910
H 0.391 2.266 -1.084



[6]
15
Properties=species:S:1:pos:R:3 method="wB97M-V/def2-TZVPD" lumo_energy_ha=-0.1762 gap_ev=8.14 charge=+1 multiplicity=1 largest_force_ha_per_bohr=0.1076
C 0.512 0.680 1.384
C 0.441 -1.820 0.188
C 0.434 -0.616 -0.498
C -1.228 1.016 -0.154
N -0.003 0.428 0.284
N 0.667 -0.067 -1.848
I -0.056 -1.968 2.241
H 0.073 1.223 2.179
H 1.536 0.399 1.781
H 0.494 -2.793 -0.193
H -1.391 1.004 -1.250
H -2.152 0.479 0.277
H -1.329 1.989 0.241
H 1.049 0.822 -2.044
H 0.952 -0.777 -2.588



[7]
91
Properties=species:S:1:pos:R:3 method="wB97M-V/def2-TZVPD" lumo_energy_ha=-0.0161 gap_ev=8.66 multiplicity=1 smiles="COCCCC[C@@](CCCCN)(O[C@@H](CC=O)N(C(=O)F)C(=O)F)[C@H](CCCCOC=O)NCCCF.CNC(C)=O" largest_force_ha_per_bohr=0.1228
C -3.595 -2.950 3.392
O -3.565 -2.890 1.939
C -2.196 -3.000 1.438
C -1.858 -1.812 0.374
C -0.758 -2.449 -0.656
C -0.148 -1.393 -1.688
C 0.962 -0.355 -1.054
C 1.652 0.265 -2.406
C 0.694 0.605 -3.623
C -0.510 1.633 -3.361
C 0.041 3.140 -3.567
N -0.868 4.199 -3.035
O 0.129 0.583 -0.323
C 0.696 1.871 -0.077
C -0.534 2.723 0.596
C -0.372 4.307 0.437
O -1.109 5.078 1.124
N 1.966 1.898 0.710
C 3.063 2.624 0.039
O 2.994 3.801 -0.405
F 4.363 2.010 -0.100
C 1.861 2.476 2.048
O 1.289 1.869 2.995
F 2.349 3.791 2.400
C 1.990 -1.220 -0.166
C 1.553 -1.408 1.391
C 2.641 -0.938 2.471
C 2.002 -1.091 3.958
C 1.693 -2.639 4.344
O 0.237 -2.800 4.463
C -0.224 -2.267 5.717
O -0.018 -2.879 6.811
N 3.416 -0.830 -0.138
C 4.205 -2.130 -0.225
C 4.519 -2.597 -1.730
C 4.363 -4.225 -1.745
F 3.964 -4.740 -3.036
H -3.309 -1.911 3.802
H -4.653 -3.216 3.780
H -2.904 -3.784 3.771
H -2.104 -4.025 0.895
H -1.425 -3.032 2.306
H -2.783 -1.536 -0.237
H -1.448 -0.933 0.976
H 0.016 -3.094 -0.094
H -1.373 -3.209 -1.286
H 0.291 -1.923 -2.601
H -1.042 -0.707 -1.974
H 2.384 -0.567 -2.758
H 2.317 1.178 -2.190
H 1.356 1.108 -4.439
H 0.233 -0.305 -4.177
H -1.268 1.468 -4.227
H -1.101 1.473 -2.398
H 0.171 3.296 -4.708
H 1.092 3.247 -3.079
H -1.750 3.817 -2.668
H -1.042 4.927 -3.747
H 0.910 2.495 -1.036
H -0.822 2.358 1.637
H -1.446 2.443 -0.084
H 0.354 4.809 -0.310
H 1.958 -2.291 -0.624
H 0.557 -0.923 1.669
H 1.402 -2.547 1.574
H 3.502 -1.721 2.435
H 3.131 0.072 2.281
H 2.715 -0.645 4.737
H 0.986 -0.561 3.925
H 2.177 -3.398 3.640
H 2.145 -2.835 5.393
H -0.818 -1.287 5.797
H 3.777 -0.284 -0.922
H 5.226 -1.895 0.279
H 3.740 -2.956 0.440
H 3.806 -2.197 -2.529
H 5.599 -2.390 -2.040
H 5.363 -4.719 -1.453
H 3.596 -4.594 -0.963
C -6.204 4.110 -1.439
N -4.901 3.488 -1.334
C -4.589 2.169 -1.445
C -5.710 1.201 -1.711
O -3.424 1.804 -1.329
H -6.173 4.835 -2.254
H -6.412 4.630 -0.502
H -6.993 3.384 -1.632
H -4.100 4.078 -1.155
H -5.307 0.189 -1.774
H -6.435 1.235 -0.895
H -6.194 1.441 -2.660



[8]
16
Properties=species:S:1:pos:R:3 method="wB97M-V/def2-TZVPD" lumo_energy_ha=0.0332 gap_ev=9.77 multiplicity=1 smiles="[H]/N=C/N.C=CC" largest_force_ha_per_bohr=0.1006
H -1.857 -1.444 -0.120
N -2.096 -0.486 0.131
C -1.757 0.420 -0.762
N -2.093 1.679 -0.547
H -1.265 0.001 -1.673
H -2.755 1.916 0.218
H -1.608 2.462 -1.078
C 2.088 0.763 0.021
C 1.529 -0.443 0.619
C 2.228 -1.865 0.649
H 1.558 1.665 -0.436
H 3.180 0.752 -0.010
H 0.389 -0.414 0.836
H 1.884 -2.390 1.495
H 3.341 -1.752 0.741
H 1.934 -2.399 -0.226



[9]
18
Properties=species:S:1:pos:R:3 method="wB97M-V/def2-TZVPD" lumo_energy_ha=0.0142 gap_ev=8.75 multiplicity=1 smiles="C=C/C=C/CN.O" largest_force_ha_per_bohr=0.0729
C -0.840 1.982 -2.282
C 0.092 1.939 -1.289
C 0.077 0.756 -0.431
C -0.528 -0.363 -0.887
C -1.039 -1.449 0.006
N 0.159 -2.012 0.796
H -0.623 2.516 -3.199
H -1.816 1.522 -2.207
H 0.810 2.740 -1.220
H 0.749 0.735 0.419
H -0.557 -0.547 -1.956
H -1.389 -2.321 -0.564
H -1.706 -1.253 0.831
H 0.500 -2.870 0.386
H -0.208 -2.232 1.710
O 1.798 0.295 3.585
H 1.758 0.342 2.615
H 2.764 0.222 3.687